# C21H26NO2

The ion C21H26NO2 with charge +1 at a distorted geometry (ωB97M-V with the def2-TZVPD basis set, the Open Molecules 2025 dataset).

Output
E_HOMO   -11.556 eV
Calculated total energy   -27776.4011 eV
Relative energy (zero: lowest compared OMol25 entry of this formula, charge and spin)   64.1 kcal/mol
Gap between HOMO and LUMO   9.224 eV
Structure (SMILES)   C[N+]1(C)CCC[C@H](COC(=O)c2ccccc2-c2ccccc2)C1
Charge   +1
LUMO energy   -2.33 eV

Atoms and positions in Å:
O -1.132 2.089 1.823
O -0.610 1.481 -0.279
C -0.348 2.124 0.921
C 2.984 -0.799 -1.905
C 1.470 5.386 1.282
C 3.112 -0.741 -0.578
C 2.490 0.348 -2.573
C 2.589 5.198 0.526
C 0.542 4.429 1.461
C 2.754 0.458 0.174
C 2.237 1.511 -1.818
C 2.820 3.953 -0.079
C 0.730 3.103 0.844
C 2.386 1.607 -0.519
C 1.944 2.864 0.132
C -1.894 0.865 -0.446
C -3.366 -1.197 -0.388
C -3.521 -2.554 0.224
C -2.080 -0.505 0.137
C -1.055 -2.875 1.864
C 0.150 -3.755 -0.068
C -2.220 -3.393 -0.242
C -0.836 -1.377 -0.195
N -0.992 -2.792 0.361
H 3.393 -1.599 -2.485
H 1.367 6.336 1.833
H 3.422 -1.656 -0.058
H 2.197 0.466 -3.614
H 3.340 5.932 0.282
H -0.459 4.663 1.885
H 2.919 0.450 1.242
H 1.760 2.376 -2.294
H 3.692 3.883 -0.656
H -1.995 0.708 -1.509
H -2.592 1.611 0.006
H -3.228 -1.416 -1.488
H -4.313 -0.607 -0.171
H -4.388 -3.212 -0.181
H -3.618 -2.472 1.368
H -2.159 -0.309 1.240
H -1.185 -3.910 2.215
H -1.905 -2.334 2.106
H -0.242 -2.358 2.321
H 0.145 -3.797 -1.161
H -0.173 -4.728 0.265
H 1.045 -3.538 0.363
H -2.395 -4.383 0.156
H -2.163 -3.314 -1.327
H 0.015 -0.893 0.263
H -0.633 -1.330 -1.257

Cartesian forces, eV/Å:
-0.43 -0.66 0.76
1.08 -0.42 0.44
-1.52 0.50 -1.15
-0.31 1.65 -3.07
0.43 2.42 1.44
-0.51 1.10 3.73
-0.30 0.99 0.93
1.09 -1.79 -1.59
-2.00 -3.42 -1.16
1.16 -1.85 -0.93
-1.03 -0.46 -5.09
-1.75 0.73 1.68
2.27 1.79 -0.03
-0.62 -0.97 4.42
0.13 1.42 0.36
-0.17 1.24 0.26
-0.82 0.82 -0.60
0.42 -2.27 0.29
-0.08 -0.69 1.47
0.04 -0.30 -0.83
-3.50 -0.04 -1.52
-2.54 1.49 1.72
-0.65 0.84 1.49
1.67 -1.49 -0.88
-0.26 -0.67 -0.14
-0.21 -0.41 -0.56
0.14 0.63 0.08
0.55 -0.71 0.00
-0.18 0.53 0.45
1.05 -0.37 0.04
-0.19 0.08 0.11
0.40 -0.38 -0.28
1.03 -0.58 -0.77
-0.16 0.75 -0.55
-0.09 -0.93 -0.69
-0.45 0.87 0.80
1.32 -0.34 -0.60
1.18 1.52 0.71
0.01 -0.47 -1.80
0.10 -0.66 -0.70
0.32 0.37 -0.42
-1.48 0.83 0.87
0.91 0.02 0.06
0.37 0.30 0.21
-0.05 -0.31 0.22
2.52 1.11 1.06
0.59 -0.43 -0.30
0.19 -0.37 0.14
0.45 -0.24 0.30
-0.12 -0.80 -0.38

Atom charges from the natural (NBO) analysis, given in e for atoms 1 to 4: number 1, O, carries -0.58; number 2, O, carries -0.53; number 3, C, carries 0.78; number 4, C, carries -0.25